(1)
The following is a quantum chemistry calculation of the ion C10H22ClN2 with charge +1 at a distorted geometry, from OMol25.

Structure (XYZ):
```
35
Properties=species:S:1:pos:R:3:forces:R:3:mulliken_charge:R:1
C 1.76264 0.67339 2.07490 1.23 -3.26 1.66 -0.71
C 2.26545 1.39415 0.85898 2.33 1.32 1.42 -0.61
C 0.99578 -0.67525 1.75665 -0.12 2.97 -1.92 -1.26
C 1.23405 1.74882 -0.18028 0.68 2.47 -0.30 -0.37
C -0.05289 -0.36066 0.68791 -0.43 3.02 -1.94 -0.93
C 0.52977 0.47875 -0.68399 0.77 -0.56 3.50 0.32
C -0.12774 0.42633 -2.95994 -1.83 1.10 -3.25 -1.00
C -1.16759 2.01817 -1.55254 1.21 -0.81 2.44 -1.24
C -0.09424 -2.74861 0.09430 2.86 -3.59 0.14 -0.73
C -1.98613 -1.66314 1.14160 -3.27 -1.97 -1.97 -0.84
N -0.50409 0.68376 -1.60067 -1.01 -0.06 -0.17 0.14
N -0.87512 -1.51926 0.19167 1.21 -0.08 1.62 0.46
Cl 1.85933 -0.60055 -1.35528 -0.07 0.36 0.16 -0.12
H 2.63865 0.30644 2.79396 -1.42 0.94 -1.76 0.34
H 1.19942 1.27344 2.76910 -0.66 0.49 -0.14 0.41
H 2.68392 2.34801 1.41581 -0.27 -1.50 -1.99 0.28
H 3.07244 0.78730 0.34338 -0.60 1.00 0.98 0.30
H 1.68183 -1.39703 1.39102 0.59 -0.73 -0.12 0.47
H 0.49330 -0.94904 2.61497 -0.81 -1.10 1.97 0.44
H 0.59354 2.61704 0.30783 0.61 -2.12 -1.29 0.33
H 1.81914 2.25065 -1.07487 -1.36 -0.95 1.56 0.24
H -0.88582 0.36356 1.03313 1.71 -0.84 -0.17 0.30
H 0.25812 -0.56094 -3.08151 -0.36 -0.71 -0.19 0.48
H -1.17639 0.54498 -3.53161 2.75 -0.31 0.65 0.33
H 0.71651 1.06575 -3.45963 -1.67 -0.39 1.11 0.26
H -2.00180 1.97585 -2.14920 -1.73 -0.02 -1.71 0.47
H -1.53744 2.36859 -0.57002 0.42 -0.71 -0.16 0.29
H -0.43926 2.70823 -1.86756 0.54 1.35 -0.73 0.47
H 0.23908 -3.24815 1.12850 -1.02 1.74 -1.97 0.32
H -0.72105 -3.54747 -0.35929 0.33 0.70 0.07 0.39
H 0.92441 -2.66853 -0.52686 -2.74 0.20 1.35 0.26
H -1.62727 -2.00945 2.06711 0.51 -0.45 1.10 0.42
H -2.46150 -0.70637 1.25670 -0.28 0.26 0.03 0.38
H -2.82016 -2.43169 0.72818 2.14 1.69 0.91 0.35
H -1.22994 -1.26982 -0.71725 -0.22 0.53 -0.87 0.36
```
Positions in Å, forces in eV/Å.

Values from the calculation:
Structure (SMILES): CN(C)[C@@]1(Cl)CCCC[C@@H]1[NH+](C)C
LUMO, eV: -2.5
Frontier orbital gap, eV: 10.0
Relative energy (zero: lowest compared OMol25 entry of this formula, charge and spin), kJ/mol: 123.4
E, eV: -26220.711
Total charge: +1

(2)
The following is a quantum chemistry calculation of a structure of composition C8H12NOS at a distorted geometry, from OMol25.

Structure (XYZ):
```
23
Properties=species:S:1:pos:R:3:forces:R:3:mulliken_charge:R:1
C -3.67620 -0.67960 0.63995 2.54 2.20 -2.70 -0.31
C -2.75547 -1.64447 0.01274 -1.70 1.53 1.33 -0.76
C -3.50020 0.59740 0.10463 -0.13 -1.15 0.56 -0.25
C -1.94877 -1.12417 -0.89570 2.95 1.19 -4.95 0.04
C 1.61636 -0.14042 -1.03282 1.52 -0.08 -1.18 -0.43
C 1.87718 -1.49781 -0.37910 -0.45 3.36 -0.78 -0.30
C 0.24152 -0.60412 0.79627 1.22 1.82 -0.25 -0.35
C 1.74813 1.28217 0.99072 0.51 -0.10 -1.12 -0.79
N 0.86493 0.56943 0.03286 -0.61 -2.69 0.51 -0.02
O 1.04244 -1.61093 0.60143 -1.48 -1.37 0.92 -0.25
S -2.21675 0.61734 -1.07354 -0.83 -0.64 0.02 -0.14
H -4.31928 -0.68537 1.45470 -1.17 -1.18 1.24 0.43
H -2.67719 -2.61914 0.31070 -0.15 -2.47 0.59 0.45
H -4.13396 1.46812 0.37278 0.91 -0.58 -0.33 0.38
H 2.51228 0.47956 -1.25240 -0.27 -0.56 0.34 0.32
H 1.16054 -0.24947 -2.04178 -0.56 0.23 0.86 0.29
H -1.13380 -1.56188 -1.89003 -2.79 0.96 3.84 0.25
H 2.48723 -2.25737 -0.69312 1.24 -1.73 -0.35 0.52
H -0.72043 -0.54396 1.25575 0.02 -0.35 0.30 0.64
H 2.27423 2.10152 0.36344 -0.85 -1.01 1.76 0.33
H 0.99642 1.47288 1.74849 0.70 1.28 0.51 0.41
H 2.42541 0.50088 1.38479 0.04 0.75 -0.23 0.32
H 0.10042 1.15540 -0.23487 -0.66 0.58 -0.88 0.23
```
Positions in Å, forces in eV/Å.

Values from the calculation:
LUMO (alpha / beta), eV: -3.5 / -3.8
Frontier orbital gap (alpha / beta), eV: 8.4 / 8.1
Relative energy (zero: lowest compared OMol25 entry of this formula, charge and spin), kJ/mol: 459.9
E, eV: -22850.656
Total charge: +1

(3)
The following is a quantum chemistry calculation of a cluster of 9 separate species, C18H46N8O19P2SSi in total at a distorted geometry, from OMol25.

Structure (XYZ):
```
95
Properties=species:S:1:pos:R:3:forces:R:3:mulliken_charge:R:1
C -2.17636 2.27219 4.46413 -0.95 0.31 0.94 -0.76
C -1.32165 3.00938 3.27878 -1.01 1.13 1.50 -0.51
P -0.19448 1.87158 2.24532 0.76 0.17 0.25 0.11
C 0.04637 0.14310 3.01628 -1.14 -1.93 1.42 -0.70
Si -1.31603 1.60219 0.32487 0.51 -0.45 -0.74 -0.68
C -0.97435 -0.10581 -0.50292 -0.12 -0.87 -0.70 -0.32
C 0.52418 -0.27862 -1.14476 0.35 -1.88 -0.47 -0.57
C 1.67133 -0.77452 -0.04500 0.27 -0.07 -0.36 0.23
C 1.32732 -2.27662 0.56275 -4.75 -4.01 -1.39 0.45
O 0.32617 -3.04101 0.04408 6.72 5.08 3.21 -0.53
O 2.10214 -2.92340 1.66809 -1.91 2.52 -1.86 -0.51
C -1.11320 3.12096 -0.84332 1.95 2.76 0.42 -0.15
C 0.40653 3.95942 -0.42037 0.95 -1.80 -3.34 -0.06
C 1.79883 2.93568 -0.42660 -0.28 2.52 1.33 -0.49
O 1.45071 4.07784 -1.56497 -3.79 1.15 4.95 -0.53
P -3.47702 1.55778 0.91379 -0.79 -0.26 -0.88 0.14
S -3.74127 0.07736 2.14994 -0.16 -0.44 0.46 -0.33
H -1.83206 2.66123 5.53612 -0.66 -0.85 -2.37 0.25
H -2.12973 1.10364 4.46841 0.04 2.34 -0.20 0.17
H -3.33322 2.55034 4.36633 2.57 -0.64 0.19 0.20
H -0.63241 3.83855 3.79072 -1.40 -1.89 -1.21 0.44
H -2.09819 3.63464 2.62212 1.87 -1.48 1.09 0.26
H -0.03381 0.19860 4.20479 0.22 0.04 -2.58 0.44
H -0.80736 -0.62257 2.69265 1.81 1.64 0.69 0.12
H 1.07758 -0.36888 2.79278 -1.92 1.47 0.28 0.16
H -1.75895 -0.28493 -1.38462 1.59 0.46 1.89 0.33
H -1.20868 -0.92812 0.30583 0.59 1.48 -1.69 0.23
H 0.90998 0.64626 -1.75145 -0.71 -1.61 1.56 0.20
H 0.44745 -1.17807 -1.92597 0.14 1.95 1.70 0.43
H 2.73811 -0.87720 -0.57091 -2.38 0.19 1.10 -0.08
H 1.79887 0.05183 0.77390 -0.21 -1.81 -1.29 0.05
H 1.96689 -2.43122 2.53016 0.16 -0.51 -1.33 0.36
H -1.03007 2.86943 -1.98317 -0.21 0.58 2.21 0.36
H -1.94142 3.93775 -0.59359 1.74 -1.80 -0.87 0.22
H 0.33859 4.85042 0.46289 0.53 -2.63 -2.67 0.32
H 2.87206 3.19057 -0.76289 -1.02 -2.03 0.25 0.30
H 2.00710 3.37418 0.66686 0.16 0.61 -1.59 0.21
H -4.24756 1.31112 -0.31290 0.43 0.77 0.86 0.07
H -3.87553 2.85061 1.41253 -0.01 -0.51 -0.53 0.12
C 0.65452 -5.11814 4.68323 -0.12 -0.36 0.06 -0.79
N 0.35122 -3.68379 4.93710 -0.60 0.69 0.35 0.89
O -0.67040 -3.42741 5.58488 1.68 -0.04 -1.10 -0.50
O 1.14714 -2.85593 4.47885 -1.11 -0.71 0.70 -0.56
H -0.12523 -5.73059 5.14107 0.12 0.28 -0.08 0.32
H 0.67412 -5.26427 3.60132 0.13 0.11 0.15 0.29
H 1.62678 -5.33358 5.13103 -0.11 0.12 -0.20 0.31
C -3.70025 4.40434 -4.21298 0.23 0.25 -0.14 -0.78
N -4.20490 3.91023 -2.90341 -0.24 -0.12 0.93 0.84
O -3.72331 4.41717 -1.88354 -1.03 -0.90 -1.36 -0.49
O -5.07005 3.02746 -2.93631 1.32 1.18 0.29 -0.57
H -2.94734 5.17484 -4.03357 -0.22 -0.23 0.09 0.31
H -3.26340 3.55361 -4.73995 -0.22 0.10 0.07 0.31
H -4.55090 4.81628 -4.75971 0.10 -0.22 0.08 0.31
C 5.65740 -0.50850 -2.69329 -0.01 -0.18 0.22 -0.84
N 4.88344 0.51701 -1.94288 -0.40 0.50 0.44 0.88
O 5.30468 0.83851 -0.82563 -0.84 -0.18 -1.47 -0.52
O 3.87498 0.97011 -2.49655 1.27 -0.37 0.93 -0.47
H 6.51386 -0.81648 -2.08966 -0.50 0.24 -0.18 0.40
H 4.99161 -1.35407 -2.87769 0.00 0.20 -0.03 0.30
H 5.98873 -0.05228 -3.62833 -0.24 -0.16 0.28 0.27
C -3.54469 -4.32316 2.72182 0.02 0.19 -0.36 -0.80
N -2.94798 -5.51222 3.38805 0.04 -0.58 0.80 0.88
O -2.12331 -6.16877 2.74158 -0.88 0.84 1.03 -0.55
O -3.32438 -5.75290 4.54097 0.82 0.16 -1.87 -0.51
H -3.12458 -4.23275 1.71779 -0.02 -0.11 0.29 0.31
H -4.62446 -4.47874 2.67544 0.20 0.07 0.17 0.32
H -3.29484 -3.44772 3.32466 -0.14 -0.18 -0.01 0.29
C -1.74208 -9.03057 2.09116 0.15 0.09 -0.21 -0.51
N -1.14538 -10.21964 2.75738 0.38 -0.88 0.33 0.83
O -0.32071 -10.87618 2.11091 -1.06 0.72 1.11 -0.52
O -1.52178 -10.46032 3.91031 0.67 0.20 -1.63 -0.51
H -1.32198 -8.94016 1.08713 -0.04 -0.14 0.28 0.31
H -2.82186 -9.18615 2.04477 0.19 0.08 0.17 0.26
H -1.49223 -8.15514 2.69399 -0.22 -0.36 -0.08 0.18
C -8.23821 2.30307 -2.78212 0.07 -0.32 0.09 -0.35
N -8.86919 3.15373 -3.82711 -0.52 0.45 -0.79 0.84
O -9.44860 2.57539 -4.75386 0.78 1.07 1.20 -0.51
O -8.76489 4.37786 -3.68757 -0.20 -1.68 -0.35 -0.51
H -8.40741 1.25332 -3.03140 -0.04 0.32 -0.04 0.30
H -7.17017 2.52997 -2.77320 -0.32 0.06 0.09 0.03
H -8.70555 2.55288 -1.82744 0.16 0.07 -0.18 0.27
C 3.71608 5.35751 -3.21904 -0.10 -0.15 -0.19 -0.52
N 4.13360 6.78282 -3.30822 0.33 0.92 -0.16 0.88
O 4.07513 7.32118 -4.41989 0.15 -0.48 1.63 -0.53
O 4.50829 7.32077 -2.25987 -0.51 -0.59 -1.58 -0.53
H 3.41268 5.01548 -4.21085 0.12 0.20 0.22 0.29
H 4.57341 4.78495 -2.85926 -0.17 0.14 0.06 0.27
H 2.87954 5.30238 -2.51949 0.26 -0.01 -0.03 0.19
C 10.31260 -0.38342 -3.66177 0.26 0.22 -0.15 -0.72
N 8.84464 -0.46274 -3.43247 -0.85 0.05 0.09 0.89
O 8.14535 0.42817 -3.92879 0.99 -1.28 0.67 -0.51
O 8.43592 -1.41695 -2.76071 0.70 1.28 -1.06 -0.53
H 10.52876 0.50114 -4.26473 -0.20 -0.21 0.17 0.31
H 10.79524 -0.31160 -2.68496 -0.12 -0.16 -0.16 0.28
H 10.61345 -1.29167 -4.18788 -0.07 0.09 0.23 0.29
```
Positions in Å, forces in eV/Å.

Values from the calculation:
Structure (SMILES): CCP(C)[Si@](CCCC(=O)O)(C[C@H]1CO1)[PH2]=S.C[N+](=O)[O-].C[N+](=O)[O-].C[N+](=O)[O-].C[N+](=O)[O-].C[N+](=O)[O-].C[N+](=O)[O-].C[N+](=O)[O-].C[N+](=O)[O-]
LUMO, eV: -0.8
Frontier orbital gap, eV: 7.4
Relative energy (zero: lowest compared OMol25 entry of this formula, charge and spin), kJ/mol: 765.6
E, eV: -107491.839
Total charge: 0

(4)
The following is a quantum chemistry calculation of a cluster of 2 separate species, C6H13N2S2 in total at a distorted geometry, from OMol25.

Structure (XYZ):
```
23
Properties=species:S:1:pos:R:3:forces:R:3:mulliken_charge:R:1
C -0.21619 -1.68897 -1.20456 -1.09 1.59 0.46 -0.18
C -1.13742 -0.86528 -0.62006 1.21 -0.73 -0.62 0.63
C -2.77859 -1.59999 0.94754 -0.30 -0.42 0.44 -0.89
C 2.39809 0.34376 1.28723 -0.19 0.10 -0.89 -0.91
C -1.51466 2.14858 0.21242 -0.04 -0.38 -0.03 -0.74
C 2.73227 0.31980 -1.50224 -0.27 0.08 0.33 -1.00
N -2.09806 -0.57355 0.17133 -0.03 0.88 -0.12 -0.03
N -0.11615 -0.38096 -1.46175 -1.19 -1.35 -0.11 -0.36
S -2.89694 0.99804 0.26238 0.07 0.02 -0.16 0.06
S 1.54008 0.85107 -0.25457 0.98 0.57 0.91 0.10
H 0.23891 -2.63354 -1.36637 0.44 -0.44 -0.26 0.39
H -3.80819 -1.69903 0.60724 0.01 -0.01 -0.06 0.33
H -2.26940 -2.55609 0.84872 0.03 0.06 -0.08 0.36
H -2.78880 -1.29567 1.99381 0.05 -0.02 -0.07 0.33
H 3.40194 0.75387 1.25742 0.10 0.00 0.16 0.36
H 1.84295 0.75782 2.11826 -0.05 0.07 0.15 0.32
H 2.43105 -0.74060 1.35120 0.05 -0.07 0.08 0.30
H -1.97738 3.13402 0.21445 -0.09 0.02 -0.01 0.40
H -0.94059 2.01979 -0.70026 -0.03 0.15 0.03 0.26
H -0.89437 2.03732 1.09497 0.09 0.04 0.06 0.23
H 3.61971 0.94226 -1.44118 0.06 -0.03 -0.06 0.39
H 2.24722 0.45231 -2.46505 0.06 0.02 -0.08 0.36
H 2.98451 -0.72498 -1.35094 0.12 -0.14 -0.06 0.31
```
Positions in Å, forces in eV/Å.

Values from the calculation:
LUMO (alpha / beta), eV: -4.1 / -4.1
Frontier orbital gap (alpha / beta), eV: 7.9 / 7.9
Relative energy (zero: lowest compared OMol25 entry of this formula, charge and spin), kJ/mol: 421.0
E, eV: -31073.291
Total charge: +1